Here is a structure of composition C31H25ClN5O8PRe from the OMol25 dataset. Energies are from the ωB97M-V functional and the def2-TZVPD basis.

Properties
Maximum force ... 0.86 eV/Å
Multiplicity ... 2
LUMO energy (alpha / beta) ... -6.72 / -8.02 eV
Energy above the lowest of the compared OMol25 structures with the same formula, charge and spin ... 27.52 kcal/mol
Net charge ... +2

Last column: Mulliken charge in e.
Cartesian coordinates (Å):
Re -0.1134 0.0846 -0.1547  0.92
O 2.8848 -1.6610 -2.0342  -0.53
Cl 2.1721 -1.2468 -0.9171  1.99
O 2.7470 -1.6002 0.3189  -0.55
O 0.7049 -1.6879 -0.9098  -0.72
O 1.9276 0.2200 -0.9848  -0.64
O 3.9314 -0.8454 6.2307  -0.55
N 3.4119 0.0743 5.6510  0.98
O 3.5963 1.2527 5.8712  -0.59
C 2.5050 -0.2688 4.5247  -0.41
C 1.9905 -1.5148 4.5380  -0.80
C 1.0627 -1.9361 3.5343  1.28
C 0.4625 -3.2050 3.5026  -0.87
C -0.4133 -3.4914 2.4840  -1.06
C -0.6631 -2.5359 1.5012  -0.14
N -0.0997 -1.3320 1.4969  0.87
C 0.7362 -1.0393 2.5216  -0.67
C 1.2834 0.2744 2.5205  0.26
N 0.8533 1.0561 1.4969  0.80
C 1.2937 2.3101 1.4348  -0.07
C 2.1967 2.8166 2.3623  -1.18
C 2.6558 2.0266 3.3895  -0.70
C 2.1739 0.7066 3.5103  0.76
H 2.2810 -2.1949 5.3275  0.62
H 0.6903 -3.9371 4.2667  0.54
H -0.9042 -4.4510 2.4146  0.55
H -1.3174 -2.7775 0.6788  0.24
H 0.9341 2.9139 0.6148  0.38
H 2.5395 3.8356 2.2572  0.52
H 3.3670 2.4120 4.1013  0.63
O -0.6864 -0.1744 -2.0927  -0.42
N -0.7904 0.8633 -2.8621  -0.67
N -0.6330 1.9426 -2.2454  0.95
O -0.2600 1.8916 -0.9703  -0.22
C -0.7659 3.2296 -2.8782  0.57
C -0.5675 4.3647 -2.1099  -0.09
C -0.7058 5.5975 -2.7288  -0.92
C -1.0309 5.6722 -4.0755  -0.52
C -1.2271 4.5142 -4.8182  -0.66
C -1.0983 3.2697 -4.2255  -0.53
H -0.3186 4.2985 -1.0624  0.38
H -0.5556 6.5003 -2.1533  0.42
H -1.1305 6.6379 -4.5514  0.44
H -1.4816 4.5755 -5.8669  0.44
H -1.2487 2.3648 -4.7944  0.51
C -2.9012 -1.7728 -1.0551  -2.01
P -2.5132 -0.3149 -0.0352  1.50
C -3.1240 -0.5617 1.6516  0.87
C -4.0091 -1.5755 2.0054  -0.39
C -4.4809 -1.6660 3.3083  -0.77
C -4.0788 -0.7430 4.2610  -0.67
C -3.1943 0.2718 3.9146  -0.91
C -2.7176 0.3599 2.6182  -0.27
C -3.4770 1.0538 -0.7254  0.63
C -3.1580 2.3640 -0.3658  -0.05
C -3.9252 3.4228 -0.8229  -0.71
C -5.0216 3.1829 -1.6393  -0.66
C -5.3583 1.8823 -1.9850  -0.86
C -4.5952 0.8201 -1.5261  -0.67
H -3.6981 -2.3777 -0.6294  0.45
H -2.0153 -2.3855 -1.2126  0.47
H -3.2141 -1.4286 -2.0388  0.55
H -4.3502 -2.3036 1.2822  0.28
H -5.1715 -2.4552 3.5721  0.47
H -4.4580 -0.8068 5.2716  0.45
H -2.8810 0.9956 4.6549  0.48
H -2.0286 1.1593 2.3634  0.27
H -2.3114 2.5693 0.2776  0.19
H -3.6714 4.4347 -0.5367  0.48
H -5.6199 4.0091 -1.9983  0.45
H -6.2208 1.6919 -2.6085  0.45
H -4.8903 -0.1849 -1.7961  0.43

Forces on the atoms, in the same order (eV/Å):
0.31 -0.59 -0.54
-0.29 -0.56 -0.31
0.51 0.64 -0.07
0.05 -0.14 0.15
0.03 -0.65 0.22
0.22 0.46 0.45
-0.15 -0.01 0.11
0.43 0.00 -0.36
-0.15 0.00 0.15
-0.11 -0.03 0.12
0.01 0.09 0.03
-0.03 0.03 -0.09
-0.03 0.01 -0.04
-0.01 0.03 0.03
0.05 -0.09 -0.10
-0.07 -0.11 0.11
0.03 0.17 0.12
-0.11 -0.04 0.14
-0.14 0.14 0.06
0.07 0.03 -0.06
-0.02 0.00 0.01
-0.02 0.02 -0.01
-0.11 -0.08 -0.08
0.00 0.00 0.00
0.01 0.00 0.01
0.00 -0.01 0.00
0.02 0.01 -0.03
0.03 -0.01 -0.02
0.00 0.00 0.00
-0.01 0.01 0.00
-0.05 0.26 -0.29
-0.32 0.22 0.11
-0.15 -0.27 0.02
0.13 0.17 -0.01
0.01 -0.06 -0.02
-0.04 0.04 -0.13
0.01 -0.01 0.02
0.00 0.01 0.00
0.00 -0.05 0.01
0.01 0.16 0.04
0.00 -0.02 0.01
0.00 0.01 -0.01
-0.01 0.01 0.00
0.00 0.01 0.00
0.00 -0.02 0.01
-0.03 0.05 -0.05
-0.08 0.20 0.20
-0.02 0.00 -0.03
0.00 -0.03 -0.03
0.01 0.02 0.02
0.00 0.00 -0.01
0.01 -0.01 0.00
0.05 0.00 0.04
-0.03 0.02 0.06
-0.03 0.01 0.05
0.00 -0.01 0.02
-0.01 -0.01 -0.01
0.01 0.03 0.00
0.04 -0.05 -0.04
-0.02 0.02 -0.02
0.00 0.00 0.05
0.03 -0.01 0.00
-0.01 0.02 -0.01
-0.01 0.00 0.01
0.00 -0.01 0.01
-0.01 0.01 0.01
-0.01 -0.01 -0.03
0.00 -0.02 0.02
0.00 0.01 -0.01
0.00 0.01 0.00
-0.01 -0.01 0.00
0.00 0.00 0.00

---

Here is a structure of composition C31H25N6O3PdS2Se from the OMol25 dataset. Energies are from the ωB97M-V functional and the def2-TZVPD basis.

Properties
Maximum force ... 0.53 eV/Å
LUMO energy ... -3.34 eV
Energy above the lowest of the compared OMol25 structures with the same formula, charge and spin ... 0.00 kcal/mol
Net charge ... +1

Last column: natural (NBO) charge in e.
Cartesian coordinates (Å):
Pd -0.4298 0.9541 -0.0692  0.98
O 2.2961 0.1795 1.7962  -0.97
S 0.9948 -0.4156 1.9667  2.31
O -0.0499 0.3616 2.5933  -0.96
N 0.3553 -0.8895 0.5192  -0.94
C 1.1381 -1.6159 -0.4114  0.12
C 2.2640 -2.3348 -0.0866  -0.26
C 2.9787 -3.0799 -1.0478  -0.19
C 2.5773 -3.1199 -2.3477  -0.20
C 1.4239 -2.3976 -2.7335  -0.09
C 0.9492 -2.3944 -4.0660  -0.13
C -0.1621 -1.6757 -4.3906  -0.26
C -0.8045 -0.9451 -3.3706  0.06
N -0.4010 -0.9286 -2.1265  -0.48
C 0.7019 -1.6439 -1.7810  0.18
C 1.2056 -1.8517 2.9771  -0.36
C 0.0821 -2.5666 3.3713  -0.19
C 0.2394 -3.6783 4.1818  -0.20
C 1.5086 -4.0588 4.6012  -0.18
C 2.6222 -3.3253 4.2199  -0.22
C 2.4754 -2.2148 3.4009  -0.14
H 2.6283 -2.3376 0.9275  0.23
H 3.8601 -3.6231 -0.7328  0.22
H 3.1208 -3.6921 -3.0884  0.22
H 1.4823 -2.9686 -4.8142  0.22
H -0.5510 -1.6554 -5.3990  0.23
H -1.6874 -0.3560 -3.5995  0.19
H -0.8995 -2.2347 3.0624  0.22
H -0.6274 -4.2430 4.4985  0.22
H 1.6271 -4.9251 5.2387  0.23
H 3.6066 -3.6136 4.5632  0.23
H 3.3283 -1.6195 3.1029  0.24
Se 2.0341 7.9740 -1.6032  0.99
N 0.4359 7.3043 -1.2106  -0.59
C 0.5886 6.0152 -1.0685  0.12
C -0.5054 5.1044 -0.7444  -0.09
C -1.8222 5.5130 -0.5320  -0.09
C -2.7755 4.5662 -0.2261  -0.24
C -2.4059 3.2278 -0.1451  0.09
N -1.1562 2.8368 -0.3525  -0.44
C -0.2099 3.7517 -0.6352  0.25
C 1.1432 3.2383 -0.7991  0.14
N 1.3043 1.9079 -0.6249  -0.42
C 2.5141 1.3856 -0.7758  0.12
C 3.6213 2.1640 -1.1043  -0.23
C 3.4715 3.5211 -1.2656  -0.11
C 2.2009 4.0789 -1.1129  -0.01
C 1.9243 5.5065 -1.2558  0.09
N 2.8393 6.3911 -1.5488  -0.59
H -2.0693 6.5636 -0.6073  0.25
H -3.8043 4.8441 -0.0492  0.24
H -3.1123 2.4411 0.0810  0.24
H 2.6105 0.3223 -0.6210  0.25
H 4.5843 1.6871 -1.2126  0.24
H 4.3081 4.1630 -1.5074  0.25
O -2.3515 0.2688 0.3295  -0.97
S -2.5471 -0.9601 1.2447  1.26
C -2.6245 -2.3905 0.1346  -0.60
C -4.0726 -2.5322 -0.3104  -0.41
C -4.9019 -2.2434 0.9376  -0.41
C -4.3482 -0.9381 1.5009  -0.58
H -2.2849 -3.2465 0.7227  0.24
H -1.9007 -2.1900 -0.6541  0.28
H -4.2640 -3.5229 -0.7208  0.24
H -4.2947 -1.7986 -1.0885  0.22
H -4.7789 -3.0511 1.6626  0.21
H -5.9673 -2.1491 0.7309  0.24
H -4.5561 -0.7676 2.5550  0.25
H -4.6801 -0.0763 0.9205  0.25

Forces on the atoms, in the same order (eV/Å):
-0.21 0.06 -0.30
0.10 0.02 0.04
-0.14 -0.32 0.21
0.16 -0.03 -0.10
0.23 0.48 -0.01
-0.11 -0.02 0.21
0.07 0.03 0.04
-0.01 -0.01 0.00
-0.01 0.00 -0.01
0.01 -0.02 -0.02
0.01 0.00 0.01
-0.01 0.02 0.00
0.02 -0.03 -0.01
-0.05 0.05 0.06
-0.05 0.03 -0.01
-0.03 -0.12 -0.10
0.06 -0.02 0.00
0.00 0.01 0.00
0.00 0.00 0.01
-0.01 0.00 0.00
-0.03 0.04 0.04
0.03 0.00 -0.02
-0.01 0.00 0.01
-0.01 0.01 -0.01
0.00 0.00 0.00
0.00 0.01 0.00
0.00 0.00 0.00
0.00 -0.01 0.00
0.00 0.00 0.00
0.00 0.00 0.00
0.00 0.00 0.00
0.00 -0.01 -0.01
0.02 0.05 -0.01
0.00 -0.03 0.01
-0.04 -0.03 0.01
0.04 0.04 -0.02
-0.01 0.01 0.00
-0.01 0.02 -0.02
-0.01 -0.02 -0.09
0.00 -0.05 0.03
0.01 -0.03 0.03
-0.07 0.02 -0.02
-0.11 -0.15 0.11
-0.02 -0.08 -0.05
-0.01 0.05 0.00
0.02 -0.02 -0.01
0.02 0.08 -0.01
0.00 -0.04 0.00
-0.02 -0.03 0.01
0.00 0.00 0.00
0.00 0.00 0.00
0.01 0.01 0.03
-0.01 0.00 -0.01
0.00 -0.01 0.00
0.00 0.00 0.00
0.11 0.04 0.08
0.04 0.00 -0.12
0.05 0.04 -0.01
-0.02 0.00 0.00
0.01 -0.01 -0.01
0.01 0.03 -0.01
-0.01 0.00 0.01
-0.01 0.00 0.02
0.00 0.00 0.01
0.00 -0.01 0.00
-0.01 0.00 0.00
0.00 0.01 -0.01
0.01 -0.01 0.00
-0.02 0.00 0.02

---

> Which value of net charge does entry 1 give?

+2